ORCA calculation (the ωB97M-V functional and the def2-TZVPD basis) on C5H7NS2 in the gas phase at a distorted geometry.

XYZ file:
```
15
Properties=species:S:1:pos:R:3:lowdin_charge:R:1
C 0.391 -2.260 0.353 -0.154
C 0.867 -0.956 -0.171 -0.789
C -0.051 0.176 -0.174 -0.351
C 0.609 1.419 -0.169 -0.154
C -1.480 0.117 -0.061 -0.635
H -0.238 -2.034 1.204 0.076
H -0.278 -2.709 -0.363 0.055
H 1.255 -2.898 0.602 0.073
H 1.723 1.356 -0.204 0.071
H 0.480 3.419 0.142 0.138
H -1.039 2.515 -0.115 0.099
H -2.059 1.104 0.194 0.059
N -0.016 2.563 -0.145 0.126
S 2.429 -0.811 -0.562 0.738
S -2.593 -1.000 -0.533 0.648
```

Output
* M: 145.3 g mol⁻¹
* total charge: 0
* relative energy (zero: lowest compared OMol25 entry of this formula, charge and spin): 132.6 kJ/mol
* LUMO level: -0.56 eV
* multiplicity: 1
* E_HOMO: -8.18 eV

=====

ORCA calculation (the ωB97M-V functional and the def2-TZVPD basis) on C5H10N2S in the gas phase at a distorted geometry.

XYZ file:
```
18
Properties=species:S:1:pos:R:3:lowdin_charge:R:1
C 0.917 -0.553 1.290 -0.144
C 0.549 0.047 -0.107 -0.902
C -0.289 -0.989 -0.735 -0.198
C -1.706 -0.513 -0.446 -0.138
C -0.321 1.254 -0.051 -0.548
H 1.883 -1.281 1.253 0.110
H 1.376 0.209 1.899 0.043
H 0.178 -1.272 1.930 0.128
H 2.724 -0.761 -1.527 0.049
H -0.192 -1.968 -0.244 0.122
H 0.097 -0.826 -1.784 0.127
H -2.151 -0.803 0.514 0.124
H -2.266 -0.849 -1.264 0.088
H -2.128 1.648 -0.067 0.132
H 0.919 2.608 0.497 0.057
N -1.553 0.991 -0.587 0.063
N -0.108 2.493 0.204 0.118
S 2.071 0.566 -0.776 0.768
```

Output
* M: 130.2 g mol⁻¹
* total charge: 0
* relative energy (zero: lowest compared OMol25 entry of this formula, charge and spin): 289.0 kJ/mol
* LUMO level: 0.25 eV
* multiplicity: 1
* E_HOMO: -9.11 eV

=====

ORCA calculation (the ωB97M-V functional and the def2-TZVPD basis) on a molecular structure, C35H42N6O6Pd.

XYZ file:
```
90
Properties=species:S:1:pos:R:3:lowdin_spin:R:1
Pd -0.303 -0.373 -0.227 1.509
C -0.662 2.242 -3.906 0.011
C -0.748 1.760 -2.478 0.059
O -0.101 0.751 -2.176 0.135
C -1.574 2.562 -1.605 0.159
C -1.910 2.411 -0.280 0.006
C -2.818 3.421 0.361 -0.009
N -1.474 1.362 0.464 0.315
N -1.956 1.326 1.692 0.221
C -1.691 0.154 2.333 0.086
O -1.127 -0.831 1.814 0.175
C -2.219 0.033 3.715 0.005
C -2.218 -1.225 4.316 0.010
C -2.728 -1.383 5.595 0.000
C -3.231 -0.285 6.281 0.012
C -3.231 0.970 5.686 -0.001
C -2.733 1.130 4.402 0.013
H -0.058 1.552 -4.489 0.000
H -0.211 3.237 -3.933 0.002
H -1.660 2.327 -4.339 0.003
H -2.007 3.426 -2.094 0.009
H -3.050 4.221 -0.337 0.000
H -2.352 3.836 1.254 -0.002
H -3.741 2.942 0.688 -0.003
H -1.828 -2.068 3.762 0.001
H -2.737 -2.363 6.054 0.000
H -3.629 -0.409 7.281 0.001
H -3.626 1.823 6.221 0.000
H -2.741 2.097 3.920 0.000
O -4.683 -3.889 3.754 0.000
C -5.381 -4.422 2.652 0.000
N -4.764 -4.109 1.384 0.000
C -4.898 -2.840 0.897 0.000
O -5.600 -1.997 1.425 0.000
C -4.051 -2.541 -0.297 0.002
C -3.933 -3.368 -1.401 0.002
C -3.027 -3.029 -2.394 0.002
C -2.207 -1.933 -2.195 0.009
N -2.306 -1.150 -1.119 0.078
C -3.244 -1.419 -0.222 0.009
H -4.796 -2.930 3.737 0.000
H -6.401 -4.044 2.614 0.000
H -5.391 -5.501 2.780 0.000
H -3.904 -4.584 1.150 0.000
H -4.539 -4.262 -1.483 0.000
H -2.916 -3.634 -3.283 0.000
H -1.414 -1.683 -2.889 0.001
H -3.319 -0.762 0.634 0.001
C 1.505 -4.038 3.257 -0.006
C 2.339 -3.092 2.434 -0.005
C 3.688 -3.338 2.191 0.125
C 4.462 -2.462 1.427 -0.003
C 5.915 -2.758 1.161 -0.005
C 3.881 -1.317 0.918 0.103
C 2.512 -1.033 1.134 0.034
C 1.763 -1.958 1.892 0.113
N 1.845 0.044 0.616 0.615
C 2.549 1.309 0.330 0.044
C 3.052 1.312 -1.123 0.030
C 1.511 2.423 0.469 0.009
C 3.678 1.615 1.334 0.010
H 1.900 -5.054 3.215 0.000
H 0.474 -4.055 2.898 -0.001
H 1.490 -3.734 4.306 -0.003
H 4.145 -4.240 2.587 0.007
H 6.122 -3.825 1.245 0.000
H 6.557 -2.240 1.877 -0.002
H 6.205 -2.433 0.162 -0.001
H 4.473 -0.681 0.282 0.004
H 0.712 -1.764 2.052 0.004
H 2.214 1.221 -1.813 0.000
H 3.724 0.486 -1.338 0.000
H 3.572 2.256 -1.307 0.004
H 0.685 2.272 -0.220 0.000
H 1.979 3.382 0.239 0.001
H 1.116 2.466 1.486 0.000
H 4.626 1.146 1.083 0.001
H 3.397 1.300 2.341 0.000
H 3.844 2.692 1.355 0.001
O -1.159 -3.646 0.252 -0.001
C -0.092 -3.518 -0.329 0.008
C 0.846 -4.678 -0.647 0.004
C 1.987 -4.029 -1.416 0.003
C 1.617 -2.549 -1.438 0.006
O 2.297 -1.679 -1.951 0.004
N 0.430 -2.340 -0.787 0.075
H 0.302 -5.444 -1.199 0.000
H 1.161 -5.121 0.299 0.000
H 2.091 -4.382 -2.442 0.000
H 2.959 -4.131 -0.933 0.001
```

Output
* M: 749.2 g mol⁻¹
* total charge: 0
* relative energy (zero: lowest compared OMol25 entry of this formula, charge and spin): 0.0 kJ/mol
* LUMO level (spin up / spin down): 0.33 / -1.52 eV
* multiplicity: 5
* E_HOMO (spin up / spin down): -7.63 / -8.53 eV

=====

ORCA calculation (the ωB97M-V functional and the def2-TZVPD basis) on C7H10BN3O2S in the gas phase at a distorted geometry.

XYZ file:
```
24
Properties=species:S:1:pos:R:3:lowdin_charge:R:1
B 1.676 -1.212 -1.564 -0.696
C -3.028 1.459 -0.944 -0.241
C -2.352 1.942 -2.021 -0.318
C -1.076 0.579 -0.460 -0.515
C 1.150 -0.640 -0.247 0.040
C 0.036 -0.058 0.304 -0.184
C 2.077 -0.759 1.206 -0.085
C -0.974 0.382 2.604 -0.071
N -2.319 0.748 -0.048 0.045
N 1.013 -0.757 2.238 -0.018
N 0.088 0.182 1.717 -0.137
O 0.892 -1.099 -2.688 0.078
O 2.949 -1.754 -1.734 0.121
S -0.719 1.303 -1.957 1.117
H -3.994 1.606 -0.721 0.068
H -2.571 2.588 -2.805 0.036
H 2.810 -1.670 1.223 0.139
H 2.727 0.075 1.275 0.079
H -1.441 -0.540 2.688 0.069
H -0.600 0.683 3.470 0.042
H -1.864 1.007 2.302 0.108
H 0.747 -1.673 2.274 0.074
H 1.373 -0.811 -3.505 0.124
H 3.397 -1.581 -2.606 0.125
```

Output
* M: 211.1 g mol⁻¹
* total charge: 0
* relative energy (zero: lowest compared OMol25 entry of this formula, charge and spin): 197.4 kJ/mol
* LUMO level: 0.17 eV
* multiplicity: 1
* E_HOMO: -8.00 eV

=====

ORCA calculation (the ωB97M-V functional and the def2-TZVPD basis) on C5H9NO in the gas phase at a distorted geometry.

XYZ file:
```
16
Properties=species:S:1:pos:R:3:lowdin_charge:R:1
C -0.495 1.462 1.408 -0.101
C -0.673 0.343 0.382 -0.209
C 0.624 -0.012 -0.350 -0.409
O 1.714 -0.249 0.522 -0.030
C 0.535 -1.327 -1.141 -0.129
C -0.707 -1.519 -1.889 -0.225
N -1.698 -1.703 -2.457 0.144
H -0.068 2.366 0.958 0.084
H -1.456 1.736 1.854 0.077
H 0.152 1.156 2.240 0.070
H -1.411 0.650 -0.369 0.117
H -1.077 -0.551 0.874 0.124
H 0.867 0.812 -1.042 0.150
H 1.676 0.379 1.249 0.074
H 0.631 -2.142 -0.415 0.133
H 1.386 -1.403 -1.825 0.128
```

Output
* M: 99.1 g mol⁻¹
* total charge: 0
* relative energy (zero: lowest compared OMol25 entry of this formula, charge and spin): 97.9 kJ/mol
* LUMO level: 0.75 eV
* multiplicity: 1
* E_HOMO: -10.86 eV

=====

ORCA calculation (the ωB97M-V functional and the def2-TZVPD basis) on 2 unconnected molecules or ions with the total composition C4H11NO at a distorted geometry.

XYZ file:
```
17
Properties=species:S:1:pos:R:3:lowdin_charge:R:1
C 1.858 0.402 -0.547 -0.166
C 0.952 -0.861 1.280 -0.145
N 1.158 -0.746 -0.160 -0.181
H 0.114 -0.632 -0.594 0.087
H 0.569 0.061 1.738 0.078
H 2.530 0.813 0.207 0.082
H 0.921 1.196 -0.853 0.099
H 2.370 0.274 -1.499 0.072
H 1.906 -1.110 1.748 0.079
H 0.245 -1.666 1.480 0.075
C -2.192 0.198 0.100 -0.057
C -1.186 0.391 -1.002 -0.334
O -0.522 1.460 -1.114 -0.066
H -1.377 -0.197 -1.916 0.133
H -1.918 0.769 0.987 0.082
H -2.245 -0.854 0.384 0.076
H -3.183 0.503 -0.241 0.085
```

Output
* M: 89.1 g mol⁻¹
* total charge: 0
* relative energy (zero: lowest compared OMol25 entry of this formula, charge and spin): 304.2 kJ/mol
* LUMO level: 0.42 eV
* multiplicity: 1
* E_HOMO: -8.58 eV

=====

Copy entry 4 word for word.
ORCA calculation (the ωB97M-V functional and the def2-TZVPD basis) on C7H10BN3O2S in the gas phase at a distorted geometry.

XYZ file:
```
24
Properties=species:S:1:pos:R:3:lowdin_charge:R:1
B 1.676 -1.212 -1.564 -0.696
C -3.028 1.459 -0.944 -0.241
C -2.352 1.942 -2.021 -0.318
C -1.076 0.579 -0.460 -0.515
C 1.150 -0.640 -0.247 0.040
C 0.036 -0.058 0.304 -0.184
C 2.077 -0.759 1.206 -0.085
C -0.974 0.382 2.604 -0.071
N -2.319 0.748 -0.048 0.045
N 1.013 -0.757 2.238 -0.018
N 0.088 0.182 1.717 -0.137
O 0.892 -1.099 -2.688 0.078
O 2.949 -1.754 -1.734 0.121
S -0.719 1.303 -1.957 1.117
H -3.994 1.606 -0.721 0.068
H -2.571 2.588 -2.805 0.036
H 2.810 -1.670 1.223 0.139
H 2.727 0.075 1.275 0.079
H -1.441 -0.540 2.688 0.069
H -0.600 0.683 3.470 0.042
H -1.864 1.007 2.302 0.108
H 0.747 -1.673 2.274 0.074
H 1.373 -0.811 -3.505 0.124
H 3.397 -1.581 -2.606 0.125
```

Output
* M: 211.1 g mol⁻¹
* total charge: 0
* relative energy (zero: lowest compared OMol25 entry of this formula, charge and spin): 197.4 kJ/mol
* LUMO level: 0.17 eV
* multiplicity: 1
* E_HOMO: -8.00 eV

=====

Repeat the fifth record exactly.
ORCA calculation (the ωB97M-V functional and the def2-TZVPD basis) on C5H9NO in the gas phase at a distorted geometry.

XYZ file:
```
16
Properties=species:S:1:pos:R:3:lowdin_charge:R:1
C -0.495 1.462 1.408 -0.101
C -0.673 0.343 0.382 -0.209
C 0.624 -0.012 -0.350 -0.409
O 1.714 -0.249 0.522 -0.030
C 0.535 -1.327 -1.141 -0.129
C -0.707 -1.519 -1.889 -0.225
N -1.698 -1.703 -2.457 0.144
H -0.068 2.366 0.958 0.084
H -1.456 1.736 1.854 0.077
H 0.152 1.156 2.240 0.070
H -1.411 0.650 -0.369 0.117
H -1.077 -0.551 0.874 0.124
H 0.867 0.812 -1.042 0.150
H 1.676 0.379 1.249 0.074
H 0.631 -2.142 -0.415 0.133
H 1.386 -1.403 -1.825 0.128
```

Output
* M: 99.1 g mol⁻¹
* total charge: 0
* relative energy (zero: lowest compared OMol25 entry of this formula, charge and spin): 97.9 kJ/mol
* LUMO level: 0.75 eV
* multiplicity: 1
* E_HOMO: -10.86 eV